No. 1
A 2-piece molecular cluster, C2H3NOS overall, computed with the ωB97M-V functional and the def2-TZVPD basis.

Structure (ORCA input):
```
! RIJCOSX wB97M-V def2-TZVPD def2/J DEFGRID3
* xyz 0 1
C -0.0009 0.5770 -1.6284
C 0.1528 -0.8765 1.3107
N -0.5895 1.3296 -0.8908
O 0.4771 -1.0329 0.1878
S 0.4632 -0.3444 -2.7394
H -0.5968 -0.0557 1.6636
H 0.6106 -1.4665 2.0807
H -0.5165 1.8694 0.0157
*
```

Output
- Kohn-Sham gap (eV) = 9.73
- E_HOMO (eV) = -9.167
- structure (SMILES) = N=C=S.C=O

=====

No. 2
A 5-piece molecular cluster, CH10O6 overall, computed with the ωB97M-V functional and the def2-TZVPD basis.

Structure (ORCA input):
```
! RIJCOSX wB97M-V def2-TZVPD def2/J DEFGRID3
* xyz 0 1
O -3.3079 2.0103 -0.4189
C -3.2402 0.8986 -0.8591
O -2.0781 0.2063 -0.8114
H -4.1268 0.3075 -1.1053
H -1.5881 0.5635 -0.0551
H -0.7738 -0.5726 1.4455
H 0.3268 -0.1190 2.4947
O -0.4538 0.1538 1.9919
H 2.2584 -1.8847 1.5778
H 2.9629 -0.4919 2.0725
O 2.2217 -1.0907 2.1317
H 2.8872 -0.2835 -1.1181
H 4.3964 -0.0995 -0.7462
O 3.5268 -0.2882 -0.3962
H 0.5161 -0.9834 -2.2413
H 1.4132 -1.8750 -1.5599
O 1.4334 -1.0040 -1.9401
*
```

Output
- Kohn-Sham gap (eV) = 11.14
- E_HOMO (eV) = -10.915
- structure (SMILES) = O=CO.O.O.O.O

=====

No. 3
An isolated ion of composition Cl2O4P and charge -1, computed with the ωB97M-V functional and the def2-TZVPD basis.

Structure (ORCA input):
```
! RIJCOSX wB97M-V def2-TZVPD def2/J DEFGRID3
* xyz -1 1
O -1.1253 -1.6693 -1.0286
O -0.5126 0.5326 -2.1558
O 0.3618 1.6117 3.0700
O -0.1803 0.6046 0.2340
P -0.2914 -0.4602 -1.0972
Cl 0.1452 0.3810 2.0587
Cl 1.6026 -1.0004 -1.0811
*
```

Output
- Kohn-Sham gap (eV) = 7.61
- E_HOMO (eV) = -5.920

=====

No. 4
A 2-piece molecular cluster, C7H12 overall, computed with the ωB97M-V functional and the def2-TZVPD basis.

Structure (ORCA input):
```
! RIJCOSX wB97M-V def2-TZVPD def2/J DEFGRID3
* xyz 0 1
C -2.1403 -0.5172 0.9322
C -1.3207 -0.5223 -0.3551
C -0.2438 0.4595 -1.1371
C 1.0903 1.1140 -0.9348
C 1.4714 0.9759 0.5253
C 0.9656 -0.4625 0.7711
C 0.1098 -0.8352 -0.4699
H -3.0553 0.0680 0.7953
H -2.4580 -1.5421 1.1906
H -1.6029 -0.1190 1.7950
H -1.9401 -0.8228 -1.1985
H -0.5284 0.4567 -2.1916
H 1.7947 -0.0418 -1.4831
H 1.2652 2.1038 -1.4015
H 2.5547 1.0634 0.6256
H 1.0273 1.7178 1.2099
H 0.4338 -0.5657 1.7215
H 1.8100 -1.1502 0.7921
H 0.7668 -1.3802 -1.1871
*
```

Output
- Kohn-Sham gap (eV) = 9.57
- E_HOMO (eV) = -8.516

=====

No. 5
A 9-piece molecular cluster, C5H29NO8S2 overall, computed with the ωB97M-V functional and the def2-TZVPD basis.

Structure (ORCA input):
```
! RIJCOSX wB97M-V def2-TZVPD def2/J DEFGRID3
* xyz 0 1
N -0.3717 -3.0240 -2.1899
C 0.1264 -3.4710 -0.9068
C 1.4527 -2.7403 -0.7120
S 1.9704 -2.5701 1.0662
S 2.8002 -0.7601 1.1544
C 1.4500 0.2647 2.0896
C 1.8543 1.7188 2.2373
C 2.8881 2.4262 1.3471
H -1.2670 -3.3170 -2.5568
H -0.3941 -1.9926 -2.2346
H 0.1049 -4.5950 -0.9027
H -0.5763 -3.2528 -0.0841
H 1.2279 -1.7437 -1.2893
H 2.2803 -3.2500 -1.3301
H 1.4702 -0.1585 3.1617
H 0.4975 -0.0349 1.6491
H 0.9232 2.3265 2.0330
H 2.1717 1.8881 3.2498
H 3.8210 2.5146 1.8177
H 2.5506 3.4657 1.1490
H 2.9132 2.0133 0.3785
H -1.3139 3.2930 -0.0489
H -0.6933 2.5523 1.1879
O -0.6307 3.3747 0.7115
H -3.2586 2.7402 -1.1925
H -2.9656 2.9237 -2.5995
O -2.6064 2.5303 -1.8504
H -2.6169 2.3516 1.0225
H -3.3299 3.8218 0.8483
O -3.3612 3.0056 0.5457
H -1.3507 0.6847 0.0880
H -1.8931 0.2468 1.5319
O -1.6815 0.9168 0.9937
H -3.1180 0.5206 -1.6519
H -1.6257 0.1293 -1.6918
O -2.5072 -0.2433 -1.4896
H -0.0098 0.3436 -3.8052
H 0.9908 0.7340 -2.8667
O 0.5579 -0.0372 -3.2542
H -0.7845 1.9382 -1.6354
H -0.0508 1.5072 -0.3031
O -0.3809 1.2067 -1.2272
H -2.8678 -1.1825 -0.0062
H -3.2269 -2.6334 0.2439
O -2.8855 -1.8255 0.7338
*
```

Output
- Kohn-Sham gap (eV) = 8.22
- E_HOMO (eV) = -8.334
- structure (SMILES) = CCCSSCCN.O.O.O.O.O.O.O.O

=====

No. 6
C27H47BrClLiMgN4O9PS as an isolated structure, computed with the ωB97M-V functional and the def2-TZVPD basis.

Structure (ORCA input):
```
! RIJCOSX wB97M-V def2-TZVPD def2/J DEFGRID3
* xyz 1 1
C 5.3294 -4.2351 2.3499
O 6.0724 -4.0697 1.1171
C 5.8114 -2.7756 0.4962
C 4.1934 -2.6069 0.4871
C 3.6049 -1.5326 1.4264
C 2.0334 -1.3793 1.4713
C 1.4647 -0.2965 2.4624
O 2.2304 0.0763 3.4363
O 0.1719 0.2855 2.4227
C 1.1982 -2.3355 0.5590
P -0.7137 -2.2687 0.5718
O -1.1221 -2.3456 2.2645
O -1.1584 -3.8553 -0.0023
C 1.9597 -3.3717 -0.3442
N 3.4192 -3.4873 -0.3598
H 4.3079 -4.7647 2.2046
H 5.9318 -4.9460 3.0389
H 5.2168 -3.2558 2.9594
H 6.2859 -1.9320 1.1205
H 6.1564 -2.7433 -0.6077
H 4.2509 -0.8615 2.0862
H -0.1584 0.4008 1.4983
H -0.4486 -2.9914 2.6159
H -0.5190 -4.4663 0.4747
H 1.3957 -4.1218 -1.0124
H 3.9372 -4.1757 -0.9249
C 0.1564 -8.1120 3.3872
S 0.9062 -6.7941 2.4113
O -0.0965 -5.6790 2.3233
C 0.8697 -7.6830 0.8324
H 0.0442 -7.7636 4.4155
H -0.8245 -8.3578 2.9767
H 0.8023 -8.9907 3.3725
H -0.1619 -7.9679 0.5835
H 1.4981 -8.5746 0.9106
H 1.2619 -7.0179 0.0610
C 0.9620 3.1676 -0.5818
N 0.3901 1.9314 -1.1771
O -0.5491 1.4056 -0.5878
O 0.8988 1.5321 -2.2084
H 0.4138 3.4058 0.3287
H 2.0111 2.9712 -0.3600
H 0.8550 3.9659 -1.3155
N 3.9872 4.8519 1.1067
C 5.2452 4.3365 1.2782
C 6.0767 4.9354 0.3636
C 5.2939 5.8500 -0.3838
C 4.0100 5.7796 0.0981
H 3.1735 4.5906 1.6394
H 5.4387 3.5893 2.0331
H 7.1320 4.7380 0.2462
H 5.6328 6.4899 -1.1852
H 3.1125 6.3068 -0.1890
C -5.6675 -0.0723 4.2156
C -4.5780 -0.8786 3.8998
C -3.5647 -0.3911 3.0799
C -3.6370 0.9078 2.5833
C -4.7247 1.7153 2.9022
C -5.7421 1.2243 3.7147
H -6.4589 -0.4540 4.8522
H -4.5189 -1.8886 4.2927
H -2.7185 -1.0221 2.8283
H -2.8446 1.2905 1.9474
H -4.7799 2.7283 2.5162
H -6.5924 1.8519 3.9586
C -3.5956 6.4509 -5.7291
C -3.1874 5.7669 -4.4296
N -3.7345 4.4342 -4.2696
C -3.5584 3.9022 -2.9216
C -2.1301 3.6480 -2.4406
C -3.4700 3.4897 -5.3521
C -2.0092 3.1972 -5.6936
H -4.6822 6.4962 -5.8270
H -3.2142 7.4752 -5.7430
H -3.1860 5.9409 -6.6047
H -3.5578 6.4156 -3.5924
H -2.0922 5.7678 -4.3594
H -4.1320 2.9759 -2.8209
H -4.0305 4.5994 -2.2181
H -1.7067 2.7503 -2.8926
H -2.1311 3.4847 -1.3580
H -1.4644 4.4905 -2.6401
H -3.9639 3.8578 -6.2572
H -3.9791 2.5430 -5.1408
H -1.3947 4.0993 -5.7190
H -1.9511 2.7380 -6.6852
H -1.5657 2.4903 -4.9924
Cl 2.2559 -8.4349 -0.7761
O -1.6416 -9.1438 0.7555
H -2.3656 -9.0153 0.1470
Mg 0.8723 0.7753 5.1626
Br -5.3520 6.8810 -2.9623
Li -2.5967 -7.9395 2.3779
*
```

Output
- Kohn-Sham gap (eV) = 0.92
- E_HOMO (eV) = -8.252

=====

No. 7
One molecule with the formula C3H6N4, computed with the ωB97M-V functional and the def2-TZVPD basis.

Structure (ORCA input):
```
! RIJCOSX wB97M-V def2-TZVPD def2/J DEFGRID3
* xyz 0 1
C 1.0076 0.2254 0.0028
C 0.4402 1.5289 0.0461
C -1.2133 0.0748 0.0192
H 2.9163 -0.3583 -0.7660
H 2.6436 -0.2832 1.0369
H 1.0812 2.3438 -0.1165
H -3.2176 0.1467 0.0150
H -2.6433 -1.4664 -0.4355
H 0.1447 -1.6946 0.1232
N 2.2983 -0.6299 0.0830
N -0.9752 1.3366 -0.0196
N -2.4588 -0.5647 0.1793
N -0.0237 -0.6590 -0.1680
*
```

Output
- Kohn-Sham gap (eV) = 8.70
- E_HOMO (eV) = -7.852
- structure (SMILES) = Nc1cnc(N)[nH]1

=====

Which of these has the highest E_HOMO?
Cl2O4P